The following is a quantum chemistry calculation of a molecular structure, C23H41GaN4O2SbSi3, from the Open Molecules 2025 dataset.

**Charge**: +1
**E_LUMO**: -3.041 eV
**Highest occupied orbital energy**: -11.12 eV

Each line ends with the Löwdin charge.
Positions of all 75 atoms, in Å:
H  -2.345  0.155  5.181  0.042
H  -3.029  0.148  3.564  0.033
Si  -0.232  -2.179  -1.940  0.484
N  0.087  -2.067  2.699  0.097
H  0.260  -3.044  0.367  0.005
C  1.372  0.383  -3.121  -0.060
N  1.679  0.855  -0.833  0.062
C  0.714  0.983  4.776  -0.147
H  2.802  -0.230  1.926  0.100
H  -2.268  -2.765  -3.216  0.036
H  1.049  -0.023  5.029  0.041
H  -1.821  2.759  -1.674  0.012
H  0.401  1.470  5.699  0.044
Si  -1.754  0.532  -2.774  0.430
C  2.854  -2.250  2.615  -0.044
O  2.587  2.535  1.563  -0.031
C  3.464  1.257  -2.387  -0.021
C  -2.495  -1.665  0.879  -0.282
C  0.877  0.348  -1.803  -0.356
Sb  -1.507  0.164  0.391  1.440
C  2.425  3.849  1.577  -0.630
H  -1.452  -1.034  -4.729  0.019
H  0.749  -3.624  -3.601  0.049
H  -3.733  -0.922  -2.222  0.023
H  0.367  -2.123  -4.416  0.025
N  0.416  3.358  0.316  0.059
C  2.634  0.828  -3.420  -0.005
H  -1.911  -1.135  4.058  0.020
H  -2.546  0.290  -5.067  0.046
H  -1.733  -4.089  -2.203  0.050
H  -2.175  2.729  2.596  0.028
H  0.587  3.486  -0.685  0.125
C  2.095  -3.322  3.055  -0.049
H  1.577  1.534  4.391  0.040
C  -3.520  0.143  -2.272  -0.193
H  4.475  1.591  -2.560  0.121
H  0.741  0.016  -3.909  0.072
H  -0.510  3.330  2.729  0.005
C  0.811  -1.034  2.261  -0.437
H  -2.663  -1.622  1.951  -0.010
H  -1.498  3.194  4.152  0.047
H  3.519  1.638  -0.289  0.117
C  0.772  -2.970  -0.583  -0.149
C  -1.887  -3.010  -2.225  -0.161
C  -1.604  0.034  -4.580  -0.162
Ga  1.176  1.495  1.020  0.424
C  0.051  0.210  1.925  -0.547
H  1.814  -2.248  -3.409  0.039
C  -0.462  -0.280  -1.566  -0.517
H  -0.484  2.694  -2.853  0.027
N  1.159  4.271  1.102  0.034
C  0.768  -2.537  -3.493  -0.164
O  3.214  4.648  1.980  0.139
C  -1.270  2.705  3.205  -0.174
H  -3.822  0.602  -1.332  0.007
H  0.084  -3.978  3.435  0.117
H  -4.165  0.559  -3.046  0.046
C  2.206  -1.093  2.222  -0.052
H  2.979  0.829  -4.444  0.129
H  1.102  5.248  0.843  0.160
C  2.940  1.266  -1.125  -0.089
H  1.695  -2.410  -0.416  0.040
H  -2.138  2.902  -3.392  0.046
H  -1.906  -2.545  0.658  -0.005
C  0.718  -3.171  3.085  -0.122
H  -3.448  -1.696  0.358  0.010
C  -1.515  2.396  -2.657  -0.168
H  -0.583  3.480  0.486  0.109
H  3.934  -2.307  2.593  0.117
C  -2.126  -0.071  4.138  -0.171
Si  -0.683  0.951  3.537  0.430
H  2.553  -4.244  3.381  0.109
H  1.056  -3.978  -0.889  0.050
H  -0.821  0.572  -5.112  0.038
H  -2.658  -2.778  -1.498  0.004